{
  "formula": "C2H6N2",
  "method": "ωB97M-V with the def2-TZVPD basis set",
  "smiles": "C=N.C=N",
  "energy_ev": -5147.6226,
  "de_lowest_kj_mol": 414.61,
  "largest_force_ev_per_a": 2.954,
  "e_homo_ev": -8.44,
  "species": ["C", "N", "H", "H", "H", "C", "N", "H", "H", "H"],
  "positions_angstrom": [[3.537, 1.740, 0.426], [2.690, 1.238, -0.364], [4.610, 1.445, 0.630], [3.236, 2.787, 0.452], [2.071, 0.453, -0.250], [-3.174, -1.122, -0.041], [-3.134, -2.058, -0.916], [-2.993, -0.078, -0.349], [-3.448, -1.368, 1.050], [-3.397, -3.038, -0.637]]
}

{
  "formula": "C2H6N2",
  "method": "ωB97M-V with the def2-TZVPD basis set",
  "smiles": "N/C=C/N",
  "energy_ev": -5150.5901,
  "de_lowest_kj_mol": 128.29,
  "largest_force_ev_per_a": 1.056,
  "e_homo_ev": -7.94,
  "species": ["N", "C", "C", "N", "H", "H", "H", "H", "H", "H"],
  "positions_angstrom": [[1.408, 0.067, 1.196], [0.196, 0.385, 0.519], [-0.133, -0.224, -0.609], [-1.417, -0.121, -1.173], [1.411, -0.872, 1.568], [1.549, 0.677, 1.990], [-0.475, 1.044, 1.055], [0.614, -0.792, -1.154], [-1.455, -0.075, -2.179], [-2.186, -0.634, -0.782]]
}

{
  "formula": "C2H6N2",
  "method": "ωB97M-V with the def2-TZVPD basis set",
  "smiles": "[H]/N=N/[H].C=C",
  "energy_ev": -5148.1808,
  "de_lowest_kj_mol": 360.75,
  "largest_force_ev_per_a": 4.818,
  "e_homo_ev": -8.99,
  "species": ["H", "N", "N", "H", "C", "C", "H", "H", "H", "H"],
  "positions_angstrom": [[-1.995, 2.477, -0.145], [-1.336, 2.288, 0.630], [-0.395, 1.592, 0.268], [0.307, 1.423, 0.989], [1.156, -1.431, -0.031], [0.006, -0.999, -0.613], [1.340, -1.483, 1.144], [1.920, -1.965, -0.607], [-0.230, -1.175, -1.602], [-0.772, -0.726, -0.034]]
}

{
  "formula": "C2H6N2O",
  "method": "ωB97M-V with the def2-TZVPD basis set",
  "smiles": "[H]/N=C/N.C=O",
  "energy_ev": -7197.9911,
  "de_lowest_kj_mol": 173.33,
  "largest_force_ev_per_a": 1.273,
  "e_homo_ev": -9.13,
  "species": ["H", "N", "C", "N", "H", "H", "H", "C", "O", "H", "H"],
  "positions_angstrom": [[1.576, 0.982, 1.411], [0.992, 0.871, 0.591], [1.380, -0.121, -0.117], [0.733, -0.542, -1.219], [2.340, -0.596, 0.117], [1.162, -1.224, -1.813], [-0.130, -0.100, -1.497], [-2.045, 0.197, 0.654], [-1.998, -0.026, -0.527], [-1.695, 1.166, 1.046], [-2.314, -0.607, 1.355]]
}

{
  "formula": "C2H6N2O",
  "method": "ωB97M-V with the def2-TZVPD basis set",
  "energy_ev": -7196.5602,
  "de_lowest_kj_mol": 311.39,
  "largest_force_ev_per_a": 3.495,
  "e_homo_ev": -9.93,
  "species": ["C", "C", "N", "N", "O", "H", "H", "H", "H", "H", "H"],
  "positions_angstrom": [[-2.052, 1.074, -0.549], [0.907, -0.856, -0.811], [-1.919, 1.261, 0.622], [0.179, 0.135, -1.133], [-2.462, 0.805, -1.604], [-0.986, -1.257, 2.590], [0.911, -1.795, -1.207], [1.575, -0.637, -0.064], [-0.942, -1.738, 1.938], [-1.516, 1.904, 1.212], [-0.641, -0.089, -1.743]]
}

{
  "formula": "C2H6N2O",
  "method": "ωB97M-V with the def2-TZVPD basis set",
  "smiles": "CN(N)C=O",
  "energy_ev": -7197.2141,
  "de_lowest_kj_mol": 248.30,
  "largest_force_ev_per_a": 3.275,
  "e_homo_ev": -9.49,
  "species": ["C", "N", "N", "C", "O", "H", "H", "H", "H", "H", "H"],
  "positions_angstrom": [[-1.575, -0.479, 0.598], [-0.394, 0.050, -0.035], [-0.274, -0.318, -1.379], [0.799, 0.504, 0.629], [1.969, 0.480, 0.230], [-2.610, -0.014, 0.421], [-1.634, -1.561, 0.603], [-1.438, -0.426, 1.691], [-0.816, 0.251, -2.112], [-0.460, -1.328, -1.554], [0.536, 0.961, 1.637]]
}

{
  "formula": "C2H6N2O",
  "method": "ωB97M-V with the def2-TZVPD basis set",
  "smiles": "CNCN=O",
  "energy_ev": -7195.6416,
  "de_lowest_kj_mol": 400.02,
  "largest_force_ev_per_a": 2.956,
  "e_homo_ev": -9.40,
  "species": ["C", "N", "C", "N", "O", "H", "H", "H", "H", "H", "H"],
  "positions_angstrom": [[-0.308, 0.804, 1.198], [0.252, -0.417, 0.645], [0.649, -0.224, -0.742], [0.137, -1.501, -1.367], [-0.764, -1.307, -2.189], [-0.546, 0.654, 2.255], [-1.217, 1.106, 0.661], [0.419, 1.621, 1.143], [-0.534, -1.161, 0.482], [0.175, 0.619, -1.255], [1.737, -0.193, -0.831]]
}

{
  "formula": "C2H6N2O",
  "method": "ωB97M-V with the def2-TZVPD basis set",
  "energy_ev": -7193.7113,
  "de_lowest_kj_mol": 586.26,
  "largest_force_ev_per_a": 3.624,
  "e_homo_ev": [-9.06, -9.06],
  "species": ["C", "C", "N", "N", "O", "H", "H", "H", "H", "H", "H"],
  "positions_angstrom": [[-1.379, -0.409, -0.401], [1.337, 0.676, -0.015], [-1.295, 0.748, 0.265], [0.520, -0.896, -0.322], [0.553, -1.693, 0.577], [-1.272, 0.592, 1.274], [-1.565, -1.348, 0.126], [-1.619, -0.330, -1.458], [1.136, 1.264, 0.875], [2.318, 0.209, 0.050], [1.265, 1.187, -0.969]]
}